DFT (ωB97M-V/def2-TZVPD) results for an isolated molecule of C10H13BrN2O4.

CARTESIAN COORDINATES (ANGSTROEM)
C  -0.29910  0.58461  -3.72731
C  1.01979  0.28016  -3.34878
O  1.06691  -0.81938  -2.82593
C  2.22667  -1.35970  -2.02861
O  3.36624  -0.78538  -1.94629
C  1.81228  -2.65968  -1.38537
O  0.50863  -2.80904  -0.93150
C  0.08633  -1.69905  -0.14045
N  -1.27242  -1.98681  0.16143
C  -1.75118  -0.81530  0.66994
C  -3.04488  -0.99358  1.23419
C  -0.84700  0.56058  1.02271
Br  -1.56098  1.93271  1.85013
C  0.40471  0.23256  0.74799
O  1.36548  1.26906  1.02604
C  2.73394  1.31839  0.75256
N  0.87889  -0.69128  -0.01667
H  -1.05842  0.63401  -2.92771
H  -0.64444  -0.22930  -4.41437
H  -0.25485  1.54913  -4.29820
H  1.56133  0.07605  -4.25482
H  1.55510  1.01812  -2.79824
H  1.96817  -3.50884  -1.90859
H  2.70160  -2.59311  -0.44050
H  -3.27069  -0.80599  2.31995
H  -3.58257  -0.12128  0.82383
H  -3.78578  -1.76264  0.70984
H  3.14802  2.17697  0.87191
H  2.61927  0.86190  -0.31398
H  3.13116  0.37911  1.42751

Properties
Charge = 0
E_LUMO = 0.2 eV
Frontier orbital gap = 8.9 eV


DFT (ωB97M-V/def2-TZVPD) results for a structure of composition C10H13CeClN2O3.

CARTESIAN COORDINATES (ANGSTROEM)
Cl  -1.72678  2.52160  -1.50207
C  -0.88317  -1.96488  -1.11398
C  0.53675  -2.14500  -0.94154
C  1.20921  -1.17820  -1.76750
H  1.02361  -2.91296  -0.31908
C  0.21726  -0.37502  -2.43662
C  -1.07943  -0.87793  -2.04129
H  -2.02954  -0.50921  -2.44286
H  -1.67349  -2.59640  -0.68235
H  2.28829  -1.04415  -1.90348
C  0.49097  0.77626  -3.34947
Ce  -0.01464  0.08071  -0.06555
C  2.25540  1.33495  0.89563
O  3.03279  1.80526  1.61247
C  -1.97647  1.87652  0.33196
O  -2.73289  2.47042  1.03147
H  1.44474  1.26947  -3.10618
H  -0.29238  1.54621  -3.28914
H  0.54270  0.43925  -4.39916
C  0.01683  -0.38529  5.03046
N  -1.08441  -0.93138  4.23700
C  -1.22112  -0.91125  2.91103
N  -2.35790  -1.45666  2.40234
O  -0.33105  -0.39534  2.12132
H  0.79894  0.07087  4.41454
H  0.45600  -1.18874  5.62951
H  -0.38809  0.36354  5.71742
H  -1.87834  -1.33520  4.73630
H  -2.51762  -1.49838  1.39989
H  -3.04565  -1.82776  3.04861

Properties
Relative energy (zero: lowest compared OMol25 entry of this formula, charge and spin) = 0.0 kJ/mol
Charge = +2
E_LUMO (spin up / spin down) = -9.5 / -9.5 eV
Frontier orbital gap (spin up / spin down) = 6.2 / 6.2 eV


DFT (ωB97M-V/def2-TZVPD) results for a structure of composition C10H13Cl2GeIrS5Sb.

CARTESIAN COORDINATES (ANGSTROEM)
Ir  0.99857  1.06258  0.82015
Cl  1.38872  -0.06343  -1.64472
C  2.21329  -1.55859  -1.35104
C  2.64986  -2.27407  -2.45287
C  3.36191  -3.44603  -2.27682
C  3.65199  -3.86766  -0.98862
C  3.19665  -3.13976  0.09662
Cl  3.61937  -3.73224  1.67921
C  2.41865  -1.96634  -0.02422
S  1.74701  -1.18114  1.37832
H  2.42808  -1.90179  -3.44489
H  3.69199  -4.02410  -3.13070
H  4.23418  -4.76245  -0.81338
S  1.12167  5.89158  3.26653
Sb  0.34871  3.78173  2.73816
S  2.29658  2.56100  1.93665
S  -0.99284  3.75569  0.64401
S  -0.45126  2.75086  4.63210
C  -3.05028  1.07736  1.74637
Ge  -2.17967  0.99561  -0.00375
C  -1.91941  -0.91795  -0.40901
C  -3.47192  1.67906  -1.33454
C  -0.56829  2.10572  -0.03367
H  -3.98591  0.50981  1.72742
H  -3.26479  2.11301  2.00889
H  -2.39577  0.66677  2.51671
H  -2.85726  -1.44777  -0.21992
H  -1.14536  -1.34124  0.23561
H  -1.62776  -1.08367  -1.44918
H  -4.43943  1.18168  -1.23106
H  -3.10530  1.51812  -2.35181
H  -3.61109  2.75245  -1.18750
H  -0.30089  2.30522  -1.07904

Properties
Relative energy (zero: lowest compared OMol25 entry of this formula, charge and spin) = 82.7 kJ/mol
Charge = -2
E_LUMO (spin up / spin down) = 4.2 / 4.2 eV
Spin multiplicity = 2
Frontier orbital gap (spin up / spin down) = 5.5 / 5.4 eV


Question: The highest charge belongs to which entry?
Answer: C10H13CeClN2O3


Question: Among the records above, which one has the lowest charge?
Answer: C10H13Cl2GeIrS5Sb


Question: What is the formula in the first record?
Answer: C10H13BrN2O4